Entry i
# C31H28CsN9O2S2

A molecular structure, C31H28CsN9O2S2 (ωB97M-V/def2-TZVPD, the OMol25 dataset).

Structure (XYZ):
```
73
Properties=species:S:1:pos:R:3:mulliken_charge:R:1
Cs -2.0518 2.2279 -0.4314 0.879
C 4.4469 -6.3152 2.7202 -0.824
C 4.7906 -5.9721 1.2721 -0.460
N 3.6447 -5.9039 0.3916 -0.250
C 2.7173 -4.8678 0.4855 0.090
S 1.2029 -5.1204 -0.2909 -0.497
N 3.1197 -3.8337 1.1728 -0.644
N 2.3161 -2.7135 1.0902 -0.368
C 2.0447 -2.1480 2.1984 0.247
C 2.4312 -2.7379 3.5272 -1.360
C 1.3225 -0.8412 2.1800 0.482
C 0.1506 -0.6841 2.9196 -0.582
C -0.4761 0.5523 2.9396 -0.541
C 0.0957 1.6037 2.2385 -0.857
C 1.2483 1.3440 1.5099 -0.383
N 1.8566 0.1547 1.4686 -0.391
H 5.3465 -6.3346 3.3420 0.339
H 3.9650 -7.2938 2.7844 0.285
H 3.7643 -5.5657 3.1191 0.069
H 5.4790 -6.7180 0.8630 0.384
H 5.2944 -5.0063 1.2390 0.264
H 3.2045 -6.7737 0.1406 0.216
H 3.5163 -2.8582 3.5664 0.330
H 2.0020 -3.7358 3.6382 0.276
H 2.1051 -2.1042 4.3510 0.422
H -0.2562 -1.5283 3.4633 0.464
H -1.3944 0.7094 3.4925 0.482
H -0.3300 2.6028 2.2378 0.872
H 1.7066 2.1465 0.9413 0.440
N 1.1423 -1.7719 -1.4674 0.445
C 0.1907 -0.8548 -1.2992 -0.310
N -0.4508 -0.2177 -2.2288 -0.147
C -0.1281 -0.5020 -3.5516 0.208
N -0.7434 0.0572 -4.5351 -0.647
N -1.6632 1.0102 -4.1480 -0.239
C -2.8589 0.6128 -4.0416 -0.544
C -3.8785 1.4817 -3.4186 0.660
C -4.8607 0.8635 -2.6499 -0.420
C -5.6622 1.6452 -1.8312 -0.416
C -5.4700 3.0143 -1.8236 -0.116
C -4.5163 3.5450 -2.6857 -0.217
N -3.7346 2.8098 -3.4690 -0.391
C 0.9342 -1.4859 -3.8262 0.477
C 1.3433 -1.8148 -5.1199 -0.338
C 2.3268 -2.7603 -5.3206 -0.623
C 2.9156 -3.3990 -4.2244 -0.582
C 2.5308 -3.0886 -2.9395 -0.308
C 1.5412 -2.1211 -2.7426 0.292
H 1.5497 -2.2238 -0.6248 0.082
H -0.0502 -0.6447 -0.2610 0.366
H -3.1263 -0.4322 -4.2239 0.347
H -4.9407 -0.2166 -2.6494 0.318
H -6.3932 1.1864 -1.1769 0.361
H -5.9953 3.6645 -1.1399 0.247
H -4.3461 4.6151 -2.7078 0.350
H 0.8663 -1.3093 -5.9489 0.463
H 2.6397 -3.0125 -6.3264 0.365
H 3.6770 -4.1530 -4.3821 0.416
H 2.9558 -3.5926 -2.0807 0.344
O -3.7997 4.4663 0.4699 -0.662
C -3.1473 4.3117 1.5334 -0.296
O -2.9928 3.2205 2.1437 -0.679
C -2.4577 5.5282 2.1161 0.310
C -3.1726 6.3318 2.9943 -0.331
C -2.6070 7.4579 3.5794 -0.555
C -1.2912 7.7756 3.2653 -0.408
C -0.5726 6.9806 2.3867 -0.602
C -1.1216 5.8367 1.7813 0.562
S -0.1491 4.8871 0.6679 -0.510
H -4.1989 6.0613 3.2231 0.375
H -3.1810 8.0717 4.2650 0.337
H -0.8195 8.6485 3.7065 0.320
H 0.4528 7.2320 2.1415 0.314
```

Values from the calculation:
Kohn-Sham gap ... 5.02 eV
Multiplicity ... 1
Total charge ... -2


Entry ii
# C31H28CsN9O2S2

A molecular structure, C31H28CsN9O2S2 (ωB97M-V/def2-TZVPD, the OMol25 dataset).

Structure (XYZ):
```
73
Properties=species:S:1:pos:R:3:mulliken_charge:R:1
Cs -0.3949 0.0347 0.5136 1.061
C 0.1289 -7.2916 -1.2410 -0.771
C -0.6459 -6.4949 -2.2883 -0.439
N -1.4376 -5.4308 -1.7159 -0.171
C -0.9334 -4.1687 -1.4630 0.245
S -2.0800 -2.9420 -1.1166 -0.606
N 0.3790 -4.1037 -1.4551 -0.450
N 0.9031 -2.8479 -1.4074 -0.172
C 2.0268 -2.7297 -0.7960 0.268
C 2.6790 -3.8558 -0.0293 -1.169
C 2.7143 -1.4145 -0.8431 0.539
C 3.9197 -1.2019 -0.1677 -0.549
C 4.5158 0.0475 -0.1979 -0.639
C 3.9151 1.0602 -0.9244 -0.517
C 2.7360 0.7545 -1.5942 -0.252
N 2.1430 -0.4310 -1.5540 -0.198
H 0.7226 -8.0838 -1.7062 0.327
H -0.5546 -7.7439 -0.5202 0.265
H 0.7990 -6.6179 -0.7112 0.054
H -1.3211 -7.1594 -2.8356 0.408
H 0.0624 -6.0707 -3.0064 0.273
H -2.4370 -5.4511 -1.7963 0.191
H 3.0319 -3.5190 0.9463 0.343
H 3.5339 -4.2620 -0.5798 0.232
H 1.9515 -4.6489 0.1138 0.225
H 4.3799 -1.9967 0.4008 0.262
H 5.4317 0.2257 0.3532 0.392
H 4.3142 2.0652 -0.9683 0.422
H 2.2368 1.5224 -2.1743 0.463
N 1.3126 3.7024 2.4991 0.044
C 0.1911 3.4349 1.8119 -0.142
N 0.0424 3.5609 0.5195 -0.497
C 1.1291 3.9213 -0.2240 0.129
N 1.1712 3.7868 -1.5278 -0.540
N 0.1991 2.9573 -1.9847 0.005
C -0.0418 2.9682 -3.2340 -0.660
C -0.8732 1.9207 -3.8369 0.879
C -1.1700 1.9777 -5.1978 -0.799
C -1.8847 0.9441 -5.7777 -0.169
C -2.2681 -0.1240 -4.9847 -0.712
C -1.9301 -0.0972 -3.6326 0.105
N -1.2660 0.8997 -3.0670 -0.100
C 2.3109 4.4438 0.4601 0.922
C 3.3898 5.0289 -0.2099 -0.257
C 4.5319 5.3813 0.4768 -0.648
C 4.6144 5.1372 1.8533 -0.393
C 3.5613 4.5724 2.5333 -0.590
C 2.3889 4.2309 1.8425 -0.296
H 1.3944 3.1723 3.4239 0.373
H -0.6505 3.0715 2.4034 0.261
H 0.4260 3.7064 -3.8942 0.275
H -0.8282 2.8229 -5.7837 0.323
H -2.1260 0.9668 -6.8343 0.387
H -2.8076 -0.9693 -5.3905 0.368
H -2.1844 -0.9261 -2.9780 0.132
H 3.3006 5.1737 -1.2781 0.410
H 5.3671 5.8329 -0.0440 0.369
H 5.5185 5.3980 2.3906 0.383
H 3.6124 4.3792 3.5973 0.471
O 1.1941 2.0413 4.5366 -0.893
C 0.6503 1.0830 3.9159 0.196
O 0.8771 0.7914 2.7176 -0.712
C -0.3402 0.2110 4.6527 0.095
C 0.1167 -0.9524 5.2534 -0.203
C -0.7441 -1.7944 5.9462 -0.620
C -2.0885 -1.4529 6.0163 -0.423
C -2.5576 -0.3090 5.3891 -0.470
C -1.7114 0.5558 4.6700 0.160
S -2.3608 1.9240 3.8068 -0.599
H 1.1707 -1.2003 5.1772 0.394
H -0.3775 -2.7019 6.4125 0.340
H -2.7837 -2.0939 6.5501 0.325
H -3.6126 -0.0645 5.4234 0.339
```

Values from the calculation:
Kohn-Sham gap ... 5.08 eV
Multiplicity ... 1
Total charge ... -2


Entry iii
# C31H28CsN9O2S2

A molecular structure, C31H28CsN9O2S2 (ωB97M-V/def2-TZVPD, the OMol25 dataset).

Structure (XYZ):
```
73
Properties=species:S:1:pos:R:3:mulliken_charge:R:1
Cs -0.0086 -0.6065 -0.9560 1.122
C -2.4248 3.6745 -6.7951 -0.951
C -2.6160 2.2283 -6.3401 -0.431
N -3.4028 2.0910 -5.1375 -0.245
C -2.9141 2.4339 -3.8822 0.213
S -4.0879 2.6179 -2.6451 -0.618
N -1.6192 2.6294 -3.8431 -0.603
N -1.0418 2.6996 -2.6101 -0.019
C -0.0808 3.5397 -2.4859 0.209
C 0.3306 4.5192 -3.5550 -1.307
C 0.7031 3.5339 -1.2248 0.677
C 1.4855 4.6374 -0.8723 -0.697
C 2.2687 4.5829 0.2689 -0.424
C 2.2709 3.4286 1.0310 -0.910
C 1.4525 2.3855 0.6178 -0.400
N 0.6833 2.4354 -0.4607 0.345
H -1.8047 3.7237 -7.6948 0.295
H -1.9410 4.2464 -6.0038 0.210
H -3.3883 4.1410 -7.0155 0.310
H -1.6439 1.7691 -6.1630 0.250
H -3.1125 1.6547 -7.1290 0.403
H -4.3967 2.2288 -5.2104 0.222
H -0.1759 4.2601 -4.4802 0.216
H 1.4123 4.4966 -3.7105 0.381
H 0.0545 5.5427 -3.2839 0.242
H 1.4858 5.5245 -1.4900 0.332
H 2.8837 5.4313 0.5469 0.386
H 2.8914 3.3181 1.9096 0.434
H 1.4367 1.4580 1.1839 0.427
N 0.1805 -4.2148 2.2879 0.122
C 0.0218 -2.9385 1.8559 -0.212
N -0.8930 -2.1261 2.2555 -0.216
C -1.7776 -2.5474 3.2412 0.371
N -2.7323 -1.7998 3.6689 -0.557
N -2.8744 -0.6019 3.0014 -0.416
C -2.1174 0.3474 3.3536 -0.357
C -2.0635 1.6267 2.6129 0.821
C -1.4307 2.7202 3.1961 -0.614
C -1.3279 3.8978 2.4697 -0.308
C -1.8418 3.9310 1.1873 -0.540
C -2.4394 2.7809 0.6759 0.248
N -2.5582 1.6563 1.3728 -0.444
C -1.6193 -3.9036 3.8109 0.635
C -2.4329 -4.3945 4.8289 -0.324
C -2.2488 -5.6692 5.3313 -0.699
C -1.2371 -6.4764 4.8123 -0.319
C -0.4203 -6.0119 3.8014 -0.714
C -0.6088 -4.7229 3.2979 0.060
H 0.9709 -4.7217 1.9206 0.231
H 0.7791 -2.6272 1.1480 -0.186
H -1.4164 0.2316 4.1860 0.261
H -1.0158 2.6352 4.1933 0.325
H -0.8314 4.7635 2.8920 0.431
H -1.7571 4.8123 0.5650 0.381
H -2.8070 2.7560 -0.3461 0.120
H -3.2120 -3.7455 5.2063 0.458
H -2.8879 -6.0402 6.1226 0.365
H -1.0875 -7.4763 5.2016 0.370
H 0.3688 -6.6316 3.3928 0.390
O 2.2558 -1.6676 -1.9160 -0.902
C 2.2073 -2.7070 -1.2165 0.068
O 1.1520 -3.3382 -0.9313 -0.701
C 3.4947 -3.2539 -0.6378 0.523
C 4.2041 -4.2013 -1.3627 -0.322
C 5.3719 -4.7713 -0.8692 -0.570
C 5.8267 -4.3711 0.3818 -0.417
C 5.1252 -3.4230 1.1100 -0.591
C 3.9413 -2.8316 0.6333 0.206
S 3.0827 -1.6479 1.5992 -0.406
H 3.8252 -4.4993 -2.3353 0.376
H 5.9130 -5.5114 -1.4485 0.340
H 6.7353 -4.7992 0.7948 0.320
H 5.4825 -3.1124 2.0852 0.328
```

Values from the calculation:
Kohn-Sham gap ... 5.32 eV
Multiplicity ... 1
Total charge ... -2


Most stable: entry i. Least stable: entry iii.


Entry i
# C18H20N2O5S

A single C18H20N2O5S molecule (ωB97M-V/def2-TZVPD, the OMol25 dataset).

Structure (XYZ):
```
46
Properties=species:S:1:pos:R:3:mulliken_charge:R:1
C 1.7302 -1.2718 0.8064 -2.008
C 0.7915 -1.4615 -0.3821 0.386
C -0.4929 -0.6216 -0.3647 0.047
O -1.2207 -0.6150 -1.3443 -0.710
N -0.7941 0.0243 0.7703 -0.011
C -1.8812 0.9923 0.7896 -0.882
C -2.0522 1.5396 2.1766 0.257
C -3.1720 1.2422 2.9350 -0.669
C -3.3357 1.7310 4.2303 -0.950
C -2.3302 2.5188 4.7323 0.955
C -1.1943 2.8199 3.9759 0.856
C -1.0326 2.3458 2.6994 -0.989
O -0.3584 3.6160 4.7112 -0.480
C -1.0040 3.8174 5.9500 -0.234
O -2.2321 3.1211 5.9576 -0.472
N 1.5185 -1.1603 -1.6049 0.312
C 1.5325 -2.0486 -2.6933 -0.142
C 0.4657 -2.8963 -2.9784 -0.195
C 0.5380 -3.7596 -4.0572 -0.858
C 1.6582 -3.7763 -4.8702 -0.420
C 2.7107 -2.9164 -4.6011 -0.656
C 2.6555 -2.0594 -3.5176 -0.057
S 1.6676 0.4642 -1.9948 1.156
C 0.5357 0.7449 -3.3747 -0.951
O 3.0017 0.7124 -2.4514 -0.712
O 1.2269 1.2119 -0.8493 -0.537
H 2.0440 -0.2333 0.8717 0.418
H 2.6167 -1.8830 0.6510 0.434
H 1.2519 -1.5857 1.7318 0.449
H 0.4872 -2.5139 -0.4294 0.645
H -0.0621 0.1827 1.4436 0.353
H -1.6489 1.8027 0.0865 0.285
H -2.7855 0.4875 0.4417 0.386
H -3.9446 0.6181 2.5138 0.364
H -4.2099 1.5025 4.8158 0.429
H -0.1611 2.5926 2.1149 0.606
H -0.3635 3.4440 6.7649 0.252
H -1.1893 4.8933 6.0992 0.240
H -0.4291 -2.8600 -2.3765 0.364
H -0.2942 -4.4146 -4.2689 0.379
H 1.7080 -4.4504 -5.7119 0.391
H 3.5858 -2.9182 -5.2338 0.394
H 3.4656 -1.3828 -3.3000 0.482
H -0.4422 0.3915 -3.0700 0.322
H 0.9105 0.2014 -4.2314 0.327
H 0.5279 1.8104 -3.5633 0.444
```

Values from the calculation:
Kohn-Sham gap ... 9.03 eV
Multiplicity ... 1
SMILES string ... C[C@@H](C(=O)NCc1ccc2c(c1)OCO2)N(c1ccccc1)S(C)(=O)=O


Entry ii
# C18H20N2O5S

A molecular structure, C18H20N2O5S (ωB97M-V/def2-TZVPD, the OMol25 dataset).

Structure (XYZ):
```
46
Properties=species:S:1:pos:R:3:mulliken_charge:R:1
C 1.2469 2.0511 -3.9524 -0.940
H 0.7330 1.3952 -4.6181 0.361
O 0.5141 1.8084 -2.5765 -0.384
C 0.5989 0.6883 -2.0618 -0.128
C 0.8761 0.7988 -0.8157 -0.057
C 1.1615 -0.3797 -0.1107 0.339
C 0.9114 -1.5227 -0.7447 0.234
C 0.2775 -1.8170 -1.9531 0.500
C 0.1741 -0.6348 -2.7377 0.818
O -0.2555 -0.4335 -3.9461 -0.526
C -0.9650 -1.6669 -4.5099 -0.920
H -0.5517 -2.5326 -4.8427 0.327
H -2.0403 -1.6250 -3.8311 0.300
H -1.4296 -1.1012 -5.3609 0.376
O -0.0492 -2.9657 -2.5747 -0.399
C 0.2206 -4.0574 -1.8963 -1.060
H -0.2189 -4.7276 -2.5150 0.409
H 1.1794 -4.2676 -1.5107 0.401
H -0.6048 -4.1813 -0.8392 0.276
H 1.0063 -2.5839 -0.0584 -0.087
C 1.4239 -0.4390 1.3194 -0.106
N 2.1949 0.5970 1.8072 -0.503
O 2.2445 0.3963 3.2835 -0.425
C 1.6013 -0.6816 3.6028 0.651
H 1.8066 -1.4351 4.5050 0.354
C 1.2696 -1.5125 2.4527 -0.830
H 0.2169 -1.8005 2.2546 0.345
H 2.0758 -2.4259 2.3422 0.320
C 0.0833 -0.2577 4.0172 0.074
O -0.7895 -1.0989 4.3665 -0.751
N -0.2484 0.8933 4.1797 -0.076
H 0.3981 1.5795 3.8383 0.335
C -1.5492 1.5392 4.0604 -1.416
C -1.8440 2.1593 2.5721 0.700
C -1.8331 3.3988 2.1356 -0.881
C -1.7660 3.2930 0.8670 -0.038
C -2.0256 2.1696 0.1978 -0.197
S -1.5478 1.0310 1.2924 0.035
H -1.8485 1.9802 -0.8891 0.337
H -1.7677 4.2772 0.1639 0.176
H -1.6905 4.3485 2.8971 0.189
H -1.4518 2.3726 4.6144 0.537
H -2.2567 0.7740 4.1523 0.527
H 1.3304 1.7665 -0.4462 0.171
H 2.2104 1.6940 -3.9821 0.359
H 0.9784 3.1362 -4.1491 0.269
```

Values from the calculation:
Kohn-Sham gap ... 7.99 eV
Multiplicity ... 1


Most stable: entry i. Least stable: entry ii.


Entry i
# CCsF3O3S

A molecular structure, CCsF3O3S (ωB97M-V/def2-TZVPD, the OMol25 dataset).

Structure (XYZ):
```
9
Properties=species:S:1:pos:R:3:mulliken_charge:R:1
Cs -1.5383 -4.8679 4.0220 1.006
C -0.6512 -7.1262 7.9205 0.597
F -0.8186 -8.1384 7.0751 -0.222
F -0.2198 -7.5457 9.1423 -0.242
F 0.3064 -6.3620 7.4358 -0.233
S -2.4240 -6.2456 8.0145 0.975
O -3.3930 -7.3564 7.8394 -0.618
O -2.4474 -5.6507 9.3111 -0.592
O -2.3886 -5.3225 6.8105 -0.670
```

Values from the calculation:
Kohn-Sham gap ... 7.82 eV
Multiplicity ... 1


Entry ii
# CCsF3O3S

A molecular structure, CCsF3O3S (ωB97M-V/def2-TZVPD, the OMol25 dataset).

Structure (XYZ):
```
9
Properties=species:S:1:pos:R:3:mulliken_charge:R:1
Cs 9.9069 -10.8736 -17.1098 1.007
C 6.6953 -8.0318 -18.1244 0.632
F 5.5086 -7.4396 -18.0297 -0.227
F 6.5288 -9.3550 -17.8841 -0.254
F 7.1240 -7.9280 -19.3918 -0.229
S 7.9205 -7.3105 -16.9570 1.028
O 7.3086 -7.5120 -15.6687 -0.638
O 9.0819 -8.1744 -17.2069 -0.697
O 8.0766 -5.9673 -17.4354 -0.622
```

Values from the calculation:
Kohn-Sham gap ... 8.21 eV
Multiplicity ... 1


Most stable: entry ii. Least stable: entry i.


Entry i
# C4H12BN

A single C4H12BN molecule (ωB97M-V/def2-TZVPD, the OMol25 dataset).

Structure (XYZ):
```
18
Properties=species:S:1:pos:R:3:mulliken_charge:R:1
B 0.9209 -2.2508 0.5493 0.177
N 0.0886 -1.1480 0.6250 -0.328
C -0.1271 0.1254 -0.0121 1.176
C -1.6377 0.6758 0.0413 -1.528
C 0.7191 1.2338 0.7510 -1.571
C 0.2725 0.0702 -1.4837 -1.588
H 0.5382 -3.0398 1.2695 -0.098
H 1.5873 -2.5801 -0.3015 -0.103
H -0.5900 -1.2502 1.6665 0.303
H -2.0338 0.7424 1.1176 0.376
H -1.5711 1.6544 -0.2862 0.425
H -2.2092 0.1351 -0.6832 0.393
H 0.4012 1.4073 1.7683 0.410
H 0.7166 2.1398 0.2663 0.438
H 1.7285 0.7837 0.9331 0.325
H -0.1728 -0.7950 -1.8945 0.478
H 0.0160 0.9863 -2.0671 0.325
H 1.3445 -0.1743 -1.5939 0.389
```

Values from the calculation:
Kohn-Sham gap ... 10.58 eV
Multiplicity ... 1
SMILES string ... BNC(C)(C)C


Entry ii
# C4H12BN

A single C4H12BN molecule (ωB97M-V/def2-TZVPD, the OMol25 dataset).

Structure (XYZ):
```
18
Properties=species:S:1:pos:R:3:mulliken_charge:R:1
C -1.8930 0.4755 0.9124 -1.167
B -0.7067 -0.1637 0.0034 0.406
C -1.0744 -1.1207 -1.2107 -0.963
N 0.6570 0.1258 0.1836 -0.144
C 1.2443 1.0199 1.0834 -1.100
C 1.7249 -0.3826 -0.7072 -1.145
H -2.7185 -0.1727 0.6400 0.311
H -2.1564 1.4900 0.6424 0.371
H -1.6322 0.5496 1.9427 0.368
H -1.9700 -0.6923 -1.7302 0.311
H -1.5041 -2.0847 -0.7705 0.314
H -0.1565 -1.3661 -1.8396 0.247
H 0.4597 1.5007 1.5530 0.388
H 2.0536 0.5124 1.6237 0.312
H 1.8217 1.8121 0.5137 0.334
H 1.4659 -1.3648 -0.8510 0.471
H 1.7075 0.0152 -1.7136 0.359
H 2.6772 -0.1537 -0.2756 0.325
```

Values from the calculation:
Kohn-Sham gap ... 9.80 eV
Multiplicity ... 1
SMILES string ... CB(C)N(C)C


Most stable: entry ii. Least stable: entry i.